1.
{
  "formula": "C24H48Br10ClFN3O2",
  "method": "the ωB97M-V functional and the def2-TZVPD basis",
  "multiplicity": 1,
  "lumo_ev": -3.58,
  "fmax_ev_per_a": 2.58,
  "charge": 1,
  "total_energy_ha": -27557.91498,
  "elements": ["C", "C", "O", "O", "C", "C", "C", "C", "C", "C", "C", "C", "N", "C", "N", "N", "F", "C", "C", "C", "Cl", "H", "H", "H", "H", "H", "H", "H", "H", "H", "H", "H", "H", "H", "H", "H", "H", "H", "H", "H", "H", "H", "H", "H", "H", "H", "H", "H", "H", "Br", "C", "C", "Br", "H", "H", "H", "H", "Br", "C", "C", "Br", "H", "H", "H", "H", "Br", "C", "C", "Br", "H", "H", "H", "H", "Br", "C", "C", "Br", "H", "H", "H", "H", "Br", "C", "C", "Br", "H", "H", "H", "H"],
  "coordinates": [[3.610, -1.685, 3.302], [3.217, -0.567, 2.373], [3.922, -0.233, 1.497], [1.995, -0.042, 2.619], [1.917, 1.369, 2.476], [0.493, 1.781, 2.103], [-0.590, 1.040, 2.906], [-1.430, 2.033, 3.725], [-2.520, 2.755, 2.912], [-3.821, 2.960, 3.714], [-4.768, 1.811, 3.382], [-6.184, 2.074, 3.874], [-7.090, 0.898, 3.716], [-7.845, 0.919, 2.577], [-8.915, 1.712, 2.467], [-7.510, 0.164, 1.585], [-8.323, 0.249, 0.497], [-6.388, -0.771, 1.457], [-6.587, -2.110, 2.156], [-6.186, -2.173, 3.624], [-8.240, -2.734, 1.883], [4.217, -1.301, 4.113], [4.152, -2.410, 2.709], [2.739, -2.190, 3.702], [2.570, 1.756, 1.701], [2.176, 1.900, 3.393], [0.349, 1.692, 1.032], [0.437, 2.846, 2.313], [-1.215, 0.433, 2.258], [-0.151, 0.350, 3.619], [-0.756, 2.792, 4.115], [-1.855, 1.512, 4.584], [-2.113, 3.700, 2.562], [-2.745, 2.173, 2.021], [-3.603, 2.990, 4.775], [-4.252, 3.913, 3.421], [-4.809, 1.764, 2.292], [-4.391, 0.872, 3.777], [-6.573, 2.996, 3.443], [-6.109, 2.250, 4.942], [-7.675, 0.757, 4.528], [-9.184, 2.084, 3.372], [-9.723, 1.203, 2.108], [-5.471, -0.271, 1.730], [-6.307, -0.972, 0.396], [-5.942, -2.809, 1.640], [-5.844, -3.155, 3.921], [-7.047, -1.906, 4.228], [-5.434, -1.424, 3.827], [8.043, -2.907, -0.854], [6.760, -1.616, -1.543], [5.508, -1.584, -0.710], [4.364, -3.120, -1.073], [6.575, -1.879, -2.580], [7.268, -0.653, -1.499], [4.904, -0.715, -0.959], [5.706, -1.585, 0.355], [11.075, 0.034, -1.138], [10.701, 1.427, -2.443], [9.780, 2.477, -1.880], [7.940, 1.842, -1.806], [10.293, 0.934, -3.321], [11.667, 1.862, -2.689], [9.757, 3.350, -2.529], [10.046, 2.783, -0.873], [7.946, -0.014, -4.932], [8.545, -1.003, -6.498], [9.895, -1.626, -6.265], [11.317, -0.300, -6.367], [8.529, -0.306, -7.330], [7.792, -1.772, -6.660], [10.120, -2.351, -7.045], [9.980, -2.103, -5.294], [-11.153, -7.163, -0.164], [-10.955, -5.352, -0.843], [-11.205, -4.330, 0.234], [-13.103, -4.130, 0.609], [-11.633, -5.253, -1.684], [-9.927, -5.289, -1.197], [-10.873, -3.345, -0.091], [-10.724, -4.582, 1.174], [6.897, 1.144, -8.813], [5.773, 2.112, -7.552], [4.343, 2.171, -8.017], [4.103, 3.474, -9.442], [6.219, 3.093, -7.424], [5.850, 1.557, -6.619], [3.696, 2.506, -7.209], [3.984, 1.220, -8.396]]
}

=====

2.
{
  "formula": "C4H10N3",
  "method": "the ωB97M-V functional and the def2-TZVPD basis",
  "multiplicity": 1,
  "relative_energy_ev": 4.8727,
  "lumo_ev": [-6.29, -4.49],
  "fmax_ev_per_a": 2.34,
  "charge": 1,
  "total_energy_ha": -322.28151,
  "elements": ["C", "C", "C", "C", "N", "N", "N", "H", "H", "H", "H", "H", "H", "H", "H", "H", "H"],
  "coordinates": [[-0.725, -0.253, -0.085], [1.564, -0.953, 0.023], [2.279, 0.419, 0.489], [-2.867, 0.723, -0.521], [0.210, -0.991, 0.456], [1.929, 1.510, -0.239], [-1.998, -0.324, -0.030], [1.627, -1.002, -1.067], [2.107, -1.781, 0.470], [2.045, 0.591, 1.546], [3.345, 0.153, 0.370], [-3.415, 1.168, 0.311], [-2.272, 1.497, -1.004], [-3.586, 0.310, -1.228], [0.070, -1.400, 1.383], [2.181, 1.470, -1.225], [-2.494, -1.140, 0.351]]
}

=====

3.
{
  "formula": "C5H8O2",
  "method": "the ωB97M-V functional and the def2-TZVPD basis",
  "multiplicity": 1,
  "relative_energy_ev": 2.7214,
  "lumo_ev": 0.66,
  "fmax_ev_per_a": 0.45,
  "total_energy_ha": -345.70495,
  "elements": ["C", "C", "O", "C", "O", "C", "C", "H", "H", "H", "H", "H", "H", "H", "H"],
  "coordinates": [[-1.831, 0.232, 0.767], [-0.515, 0.979, 0.759], [-0.136, 1.617, 1.715], [1.012, -1.310, 0.165], [2.306, -1.524, 0.078], [0.311, 0.930, -0.524], [0.602, -0.498, -1.036], [-2.466, 0.543, -0.070], [-1.638, -0.841, 0.671], [-2.343, 0.424, 1.711], [2.571, -2.002, 0.879], [1.245, 1.461, -0.321], [-0.232, 1.482, -1.302], [-0.319, -0.940, -1.434], [1.359, -0.460, -1.831]]
}

=====

4.
{
  "formula": "C5H4N4O",
  "method": "the ωB97M-V functional and the def2-TZVPD basis",
  "multiplicity": 1,
  "relative_energy_ev": 0.8643,
  "lumo_ev": -0.57,
  "smiles": "O=c1[nH]cnc2c1N=NC2",
  "fmax_ev_per_a": 3.26,
  "total_energy_ha": -487.15828,
  "elements": ["O", "C", "N", "C", "N", "C", "C", "N", "N", "C", "H", "H", "H", "H"],
  "coordinates": [[-0.293, 2.726, -0.232], [-0.063, 1.617, 0.161], [0.854, 1.416, 1.155], [1.362, 0.145, 1.405], [0.887, -0.940, 0.832], [-0.082, -0.753, -0.143], [-0.608, 0.449, -0.468], [-1.563, 0.360, -1.433], [-1.755, -0.868, -1.742], [-0.776, -1.743, -1.067], [1.253, 2.228, 1.557], [2.122, 0.040, 2.191], [-1.279, -2.514, -0.452], [-0.057, -2.162, -1.764]]
}

=====

5.
{
  "formula": "C19H25ClNO9PS3Tc",
  "method": "the ωB97M-V functional and the def2-TZVPD basis",
  "multiplicity": 3,
  "relative_energy_ev": 0.7206,
  "lumo_ev": [2.53, 2.16],
  "fmax_ev_per_a": 1.40,
  "charge": -1,
  "total_energy_ha": -3548.14256,
  "elements": ["Tc", "C", "C", "O", "P", "S", "S", "O", "C", "C", "H", "H", "H", "H", "H", "H", "H", "H", "H", "H", "O", "S", "O", "O", "O", "O", "C", "C", "C", "C", "C", "C", "C", "C", "N", "H", "H", "H", "H", "H", "H", "H", "H", "H", "H", "H", "Cl", "C", "C", "C", "C", "C", "C", "C", "O", "O", "H", "H", "H", "H"],
  "coordinates": [[0.738, 0.659, 0.172], [-4.546, -0.396, -3.224], [-4.961, -0.662, -1.793], [-4.123, 0.052, -0.883], [-2.747, -0.558, -0.282], [-1.516, 1.051, -0.559], [-2.310, -2.324, -0.942], [-3.055, -0.651, 1.291], [-3.492, 0.490, 2.038], [-2.749, 0.503, 3.357], [-5.224, -0.904, -3.912], [-3.537, -0.767, -3.393], [-4.567, 0.673, -3.435], [-4.922, -1.730, -1.568], [-5.973, -0.297, -1.601], [-4.574, 0.407, 2.174], [-3.283, 1.402, 1.473], [-2.872, -0.451, 3.870], [-3.130, 1.298, 4.002], [-1.684, 0.661, 3.185], [2.245, -0.864, 3.179], [2.075, 0.413, 2.538], [2.552, 1.554, 3.283], [0.567, 0.639, 2.190], [2.631, 0.418, 1.117], [1.483, 0.333, -1.686], [2.677, 1.007, -2.014], [2.351, 2.232, -2.867], [1.136, 2.972, -2.300], [1.352, 3.532, -0.922], [1.840, 4.826, -0.784], [1.940, 5.408, 0.466], [1.511, 4.680, 1.561], [1.063, 3.388, 1.365], [1.021, 2.801, 0.160], [1.628, -1.058, -1.676], [3.335, 0.326, -2.570], [3.215, 1.303, -1.106], [2.116, 1.919, -3.887], [3.220, 2.896, -2.915], [0.290, 2.284, -2.276], [0.869, 3.805, -2.954], [2.117, 5.369, -1.677], [2.326, 6.413, 0.579], [1.542, 5.076, 2.566], [0.752, 2.776, 2.195], [1.832, -7.776, 2.004], [1.656, -6.180, 1.325], [1.448, -5.105, 2.172], [1.302, -3.840, 1.629], [1.379, -3.670, 0.250], [1.604, -4.758, -0.585], [1.734, -6.028, -0.049], [1.229, -2.300, -0.307], [1.723, -2.091, -1.491], [0.645, -1.431, 0.347], [1.403, -5.256, 3.241], [1.159, -2.975, 2.262], [1.665, -4.605, -1.654], [1.896, -6.889, -0.681]]
}

=====

- Which formula does entry 4 have?
  C5H4N4O